Below is a 35-piece molecular cluster, H70O35 overall, with properties calculated with ωB97M-V with the def2-TZVPD basis set.

Each line ends with the Mulliken charge.
Positions of all 105 atoms, in Å:
O (1.242, 3.077, 1.085)  0.79
H (0.480, 3.629, 1.262)  0.04
H (0.998, 2.572, 0.310)  -0.45
O (2.315, -0.391, 4.249)  -0.55
H (2.879, -0.326, 5.019)  0.26
H (2.444, 0.438, 3.787)  0.25
O (-2.286, 2.177, 1.753)  -0.64
H (-1.560, 2.151, 2.377)  0.24
H (-2.674, 3.044, 1.873)  0.25
O (0.287, -0.703, 2.392)  -0.50
H (1.089, -0.426, 1.949)  0.09
H (0.582, -1.026, 3.243)  0.29
O (-4.006, 2.104, -3.235)  -0.64
H (-4.817, 2.065, -3.742)  0.30
H (-4.294, 2.095, -2.322)  0.29
O (2.886, 3.920, -2.061)  -0.46
H (3.177, 3.147, -2.543)  0.20
H (2.913, 4.629, -2.704)  0.26
O (-0.339, -5.901, -0.024)  -0.70
H (-0.032, -5.001, 0.083)  0.40
H (-1.237, -5.812, -0.344)  0.31
O (2.320, -4.345, 0.838)  -0.73
H (1.629, -4.058, 1.435)  0.49
H (2.807, -5.003, 1.334)  0.29
O (0.302, -3.479, 2.207)  -0.58
H (0.263, -2.614, 1.800)  0.23
H (-0.355, -3.447, 2.903)  0.41
O (0.670, -2.950, -1.164)  -0.09
H (-0.068, -2.583, -0.677)  -0.04
H (1.344, -3.101, -0.501)  0.13
O (-0.707, -3.037, -4.654)  -0.52
H (-0.023, -2.386, -4.503)  0.26
H (-0.700, -3.178, -5.601)  0.26
O (2.525, 0.107, 1.051)  -0.51
H (2.854, 0.839, 0.530)  0.21
H (2.901, -0.670, 0.637)  0.12
O (2.469, -2.750, -3.425)  -0.73
H (1.926, -3.242, -2.809)  0.35
H (2.624, -1.911, -2.991)  0.33
O (-1.597, -3.437, 4.199)  -0.68
H (-2.425, -3.681, 4.612)  0.34
H (-1.381, -2.585, 4.578)  0.30
O (0.540, 0.546, -5.418)  -0.66
H (0.236, 0.470, -4.514)  0.21
H (-0.034, -0.037, -5.914)  0.30
O (-4.056, -1.544, -1.122)  -0.63
H (-3.767, -1.357, -2.016)  0.39
H (-4.004, -0.701, -0.672)  0.38
O (-4.653, -2.182, 3.807)  -0.66
H (-4.842, -1.977, 4.722)  0.28
H (-4.044, -1.498, 3.528)  0.44
O (-3.901, 1.117, -0.263)  -0.60
H (-4.674, 1.350, 0.251)  0.25
H (-3.161, 1.366, 0.291)  0.31
O (2.125, 3.008, 3.627)  -0.67
H (2.098, 3.117, 2.677)  0.25
H (2.490, 3.831, 3.952)  0.27
O (0.951, 5.695, -0.677)  -0.64
H (1.626, 6.293, -0.998)  0.31
H (1.299, 4.821, -0.855)  0.30
O (0.054, -0.664, -2.927)  0.96
H (0.265, -1.597, -2.932)  -0.27
H (0.081, -0.416, -2.003)  -0.15
O (-0.391, 1.814, 3.706)  -0.77
H (0.410, 2.152, 4.106)  0.32
H (-0.195, 0.896, 3.516)  0.09
O (-0.677, 5.557, 1.538)  -0.59
H (-0.677, 6.499, 1.706)  0.28
H (-0.390, 5.476, 0.628)  0.26
O (-2.860, -0.388, 3.191)  -0.74
H (-2.587, 0.405, 2.729)  0.27
H (-2.042, -0.787, 3.488)  0.49
O (-1.525, 3.700, -2.822)  -0.63
H (-1.953, 4.122, -2.077)  0.27
H (-2.205, 3.150, -3.211)  0.33
O (4.004, -2.232, 0.216)  -0.53
H (3.663, -3.125, 0.176)  0.24
H (4.650, -2.253, 0.922)  0.23
O (3.426, 4.737, 0.792)  -0.67
H (2.759, 4.059, 0.897)  0.29
H (3.730, 4.636, -0.110)  0.34
O (0.221, 2.365, -1.320)  -0.37
H (-0.607, 2.796, -1.531)  0.16
H (0.565, 2.079, -2.166)  0.03
O (4.135, -0.616, -1.967)  -0.56
H (4.648, -0.954, -2.701)  0.32
H (4.411, -1.145, -1.218)  0.20
O (3.866, 1.681, -3.856)  -0.69
H (3.833, 0.996, -3.188)  0.38
H (3.502, 1.269, -4.640)  0.33
O (-0.630, -1.234, 5.226)  -0.58
H (0.012, -0.605, 5.555)  0.24
H (-1.070, -1.562, 6.010)  0.24
O (-3.184, -0.588, -3.674)  -0.69
H (-3.461, 0.256, -4.030)  0.29
H (-2.228, -0.562, -3.709)  0.29
O (-0.550, -0.109, -0.261)  0.85
H (-0.262, 0.800, -0.342)  0.05
H (-0.556, -0.276, 0.682)  -0.19
O (-1.767, -2.868, -0.015)  -0.26
H (-2.144, -3.401, 0.685)  0.17
H (-2.288, -2.065, -0.013)  0.04
O (-1.777, -4.464, -2.565)  -0.59
H (-2.012, -3.937, -1.801)  0.32
H (-1.850, -3.860, -3.304)  0.28

Atomic forces in eV per Å
0.3089 -0.0970 0.4276
-0.3181 0.4150 0.3655
-0.1141 -0.2535 -0.7275
-0.3113 -0.2686 0.2657
0.1910 -0.0538 0.1998
0.1584 0.5081 -0.3325
-0.5427 -0.1615 -0.7208
0.9699 0.1127 0.7223
-0.1330 0.3034 0.0870
-1.1230 0.0243 0.1653
0.8781 0.4899 -0.5410
0.2738 -0.3621 0.4060
0.1715 0.3615 -0.4173
-0.2391 0.1385 -0.2303
0.1022 -0.3813 0.6536
-0.1394 0.3631 0.5631
0.2501 -0.5209 -0.5287
0.0188 0.1243 -0.2766
0.0273 -0.4287 0.3844
0.1421 0.2675 -0.1460
-0.1490 0.0000 -0.3493
1.2479 -0.1618 -0.8401
-0.8386 0.1140 0.8470
0.0227 -0.3387 -0.0310
0.5054 -0.1637 -0.3684
-0.2413 0.4791 -0.0808
-0.5410 -0.4423 0.4657
0.7331 0.0999 -0.4118
-0.7887 -0.0102 0.1898
0.3440 -0.2212 0.0814
-0.2350 0.1662 -0.1857
0.3809 0.0233 -0.1344
-0.0131 -0.1383 -0.2365
-0.1577 0.3707 0.3498
-0.0263 0.3182 -0.0760
0.3016 -0.7610 -0.2491
0.1827 -0.0481 -0.6668
-0.3558 -0.2434 0.3215
0.0413 0.3024 0.3160
-0.0412 -0.3242 0.0512
-0.4501 -0.2536 -0.3082
0.2541 0.0375 -0.2017
0.2760 0.4041 -0.5062
-0.0139 -0.3770 0.5475
-0.1245 -0.1028 -0.1539
-0.1478 -0.7219 0.6033
0.1550 0.2172 -0.5997
-0.0605 0.5236 0.0123
-0.5116 -0.9434 0.3751
-0.2009 0.0619 0.1579
0.2670 0.5262 -0.3618
-0.4658 0.1780 -0.6862
-0.2685 -0.0388 0.2315
0.6199 0.1230 0.4444
0.2418 -0.2364 0.8723
-0.2878 -0.1861 -0.6322
0.1666 0.1707 0.1963
-0.6042 0.2081 -0.2485
0.1122 0.1774 0.1371
0.3345 -0.4908 -0.1770
-0.2020 0.6280 -0.8331
0.2408 -0.3586 0.4499
-0.2170 -0.1998 0.7084
-0.7798 -0.0605 0.2449
0.5431 0.6254 -0.1405
0.1117 -0.4944 -0.3589
-0.6019 -0.5916 0.5637
0.0919 0.1594 0.0665
0.4574 0.4032 -0.5253
0.1955 0.0392 0.0015
-0.2291 0.4851 -0.2869
0.3120 -0.1507 0.1255
0.4114 0.1375 0.1996
-0.3216 0.4406 0.0454
-0.6028 -0.3385 -0.2737
0.5443 0.8653 -0.0846
-0.7411 -0.7239 0.0724
0.1906 0.0411 0.2757
0.7122 0.4888 0.4034
-0.4695 -0.1824 -0.1577
0.0682 -0.1417 -0.3141
0.6286 -0.6109 0.8531
-0.4480 0.3048 -0.6234
0.1935 0.0387 -0.3201
-0.2131 0.7277 -0.6486
0.2383 -0.1728 -0.2580
-0.1016 -0.5248 0.5726
0.0532 0.4749 0.1213
0.0655 -0.4246 0.4642
-0.2963 -0.0116 -0.3120
0.0134 0.3270 0.1106
0.3817 0.2994 -0.0804
-0.1324 0.0366 0.4589
-0.1295 -0.4259 -0.2486
-0.1062 0.2995 0.2198
0.5495 -0.1888 0.1519
-0.3042 -0.2530 -0.0992
0.0647 0.6256 -0.2358
-0.0130 -0.3371 0.4003
0.4453 -0.1038 0.2311
-0.0412 -0.2578 0.2750
-0.6579 0.3461 -0.4521
-0.2556 -0.5166 0.1407
-0.0625 0.2844 0.3806
0.1791 0.1128 -0.2985

## Properties
Total charge: 0
E: -72803.8233 eV
Frontier orbital gap: 9.15 eV

Below is H7O3 as an isolated structure, with properties calculated with ωB97M-V with the def2-TZVPD basis set.

Each line ends with the natural charge from an NBO analysis.
Positions of all 10 atoms, in Å:
O (1.911, 0.751, -1.442)  -0.88
H (2.612, 0.778, -0.776)  0.54
H (2.359, 1.115, -2.225)  0.56
O (-1.841, -1.205, 2.073)  -0.96
H (-1.415, -2.018, 2.260)  0.47
H (-2.469, -1.300, 2.836)  0.49
O (-0.370, 0.373, -0.869)  -0.87
H (-0.990, -0.234, -0.384)  0.57
H (-0.607, 1.229, -0.433)  0.53
H (0.810, 0.511, -1.039)  0.55

Atomic forces in eV per Å
1.4708 0.1568 0.5408
-0.1723 -0.2171 0.3966
-0.9792 -0.0839 -0.3692
-1.5214 0.5317 1.2488
1.4136 -1.4683 -0.3763
0.2217 1.0094 -1.0921
-1.1099 1.3887 1.3408
1.1247 -0.2963 -0.4179
0.0296 -0.4195 -0.6071
-0.4777 -0.6016 -0.6644

## Properties
Total charge: +1
E: -6248.2875 eV
Frontier orbital gap: 11.17 eV

Going through the records in order, we get strongest force on any atom values of 1.5, 2.2 eV/A.
Going through the records in order, we get energy relative to the best compared isomer or geometry (same formula, charge and spin) values of 266.4, 109.3 kJ/mol.